Computed, not measured: C3H6O2 in the gas phase, with ωB97M-V/def2-TZVPD.

Bonds (Å) are listed after each position.
Geometry (Å):
1 C 1.05087 -0.17970 -0.42345  H3 1.103, C5 1.520, O8 1.392, H11 1.103
2 H -1.85912 0.70946 -0.71450  C4 1.096
3 H 0.92203 0.28283 -1.41605  C1 1.103
4 C -1.52317 -0.11494 -0.07527  H2 1.096, C5 1.506, H6 1.094, H7 1.091
5 C -0.14271 0.19864 0.43820  C1 1.520, C4 1.506, O10 1.215
6 H -1.53648 -1.02946 -0.67505  C4 1.094
7 H -2.21787 -0.20220 0.76206  C4 1.091
8 O 2.24461 0.22251 0.16910  C1 1.392, H9 0.974
9 H 1.98366 0.62653 1.01566  O8 0.974
10 O 0.05086 0.75750 1.49972  C5 1.215
11 H 1.02733 -1.27116 -0.58041  C1 1.103

For the energy above the lowest of the compared OMol25 structures with the same formula, charge and spin, the calculation gives 0.6974 eV. The net charge is 0. The orbital gap comes out at 11.2 eV. The calculation puts the LUMO energy at 0.85 eV. The value obtained for the HOMO energy is -10.38 eV. Its SMILES is CC(=O)CO. The largest force on an atom comes out at 0.0089 Eh/bohr.

These are the Mulliken partial charges, in e, on atoms 1 to 5:
1. C -0.474
2. H 0.285
3. H 0.269
4. C -1.131
5. C 0.881

***

Computed, not measured: 2 unconnected molecules or ions with the total composition C5H15NO, with ωB97M-V/def2-TZVPD.

Bonds (Å) are listed after each position.
Geometry (Å):
1 C 0.16116 1.06246 -1.02788  C6 1.534, H8 1.110, N10 1.462, H12 1.092
2 H 1.40827 1.42686 1.17141  C4 1.091
3 H -1.33214 -0.84555 0.37277  C21 1.098
4 C 1.06085 0.39820 1.27400  H2 1.091, C6 1.524, H17 1.087, H22 1.085
5 H 1.49017 -0.58487 -0.54878  C6 1.100
6 C 0.62241 -0.07403 -0.10675  C1 1.534, C4 1.524, H5 1.100, C21 1.542
7 H -0.60182 -1.53573 -1.06289  C21 1.089
8 H -0.74162 0.67874 -1.54682  C1 1.110
9 O -3.02169 1.26064 0.36258  H18 0.963, H19 0.963
10 N 1.25211 1.54408 -1.87388  C1 1.462, H15 1.016, H16 1.017
11 H 1.06554 -2.77645 0.39784  C20 1.092
12 H -0.24331 1.89430 -0.44816  C1 1.092
13 H -0.61206 -3.21798 0.73973  C20 1.093
14 H 0.29054 -2.13711 1.82913  C20 1.089
15 H 0.86185 2.22428 -2.52038  N10 1.016
16 H 1.54107 0.77126 -2.46920  N10 1.017
17 H 0.27477 0.42837 2.02485  C4 1.087
18 H -2.19086 1.05867 0.80623  O9 0.963
19 H -2.92252 2.20552 0.20580  O9 0.963
20 C 0.11578 -2.40362 0.78746  H11 1.092, H13 1.093, H14 1.089, C21 1.518
21 C -0.39121 -1.23442 -0.03763  H3 1.098, C6 1.542, H7 1.089, C20 1.518
22 H 1.91271 -0.14361 1.67059  C4 1.085

For the energy above the lowest of the compared OMol25 structures with the same formula, charge and spin, the calculation gives 0.6437 eV. The net charge is 0. The orbital gap comes out at 10.4 eV. The calculation puts the LUMO energy at 0.83 eV. The value obtained for the HOMO energy is -9.55 eV. Its SMILES is CC[C@H](C)CN.O. The largest force on an atom comes out at 0.0208 Eh/bohr.

These are the Mulliken partial charges, in e, on atoms 1 to 5:
1. C -0.795
2. H 0.490
3. H 0.117
4. C -1.725
5. H 0.275

***

Computed, not measured: 5 unconnected molecules or ions with the total composition C24H28FNO12, with ωB97M-V/def2-TZVPD.

Bonds (Å) are listed after each position.
Geometry (Å):
1 O -2.22696 -3.45618 3.31845  C45 1.359, C51 1.438
2 H -3.45702 3.17143 -6.79351  C18 1.089
3 H 4.07722 -0.53639 -2.00184  C44 1.102
4 O 0.03075 3.53493 0.66164  C39 1.177
5 O 2.87362 -3.14815 -0.84556  C19 1.358, C56 1.437
6 H 3.40165 -4.42971 0.69619  C56 1.089
7 H -3.74751 1.88146 -4.81766  C66 1.093
8 C 3.02568 1.25999 -2.51236  H34 1.106, C44 1.339, C64 1.551
9 H -5.12334 2.97229 -4.64253  C66 1.090
10 H 1.48648 -5.00844 -2.65284  C52 1.092
11 H -2.92586 -1.23467 1.52062  C24 1.092
12 C 1.01244 1.71018 3.80574  O23 1.442, C29 1.515, H46 1.090, H57 1.093
13 H -4.03079 4.66689 -6.02894  C18 1.093
14 O 1.45159 -1.58874 4.66684  C36 1.199
15 N -0.81802 2.51812 -1.24471  H30 1.033, C39 1.488, C40 1.456
16 C -0.94263 -1.99689 2.00345  C24 1.521, H31 1.089, H49 1.093, C51 1.516
17 C 2.19240 1.30840 0.32601  C42 1.555, C43 1.335, H62 1.124
18 C -3.47681 3.73912 -5.86418  H2 1.089, H13 1.093, O65 1.436, C66 1.516
19 C 1.80553 -3.13614 -1.68386  O5 1.358, O20 1.198, C52 1.511
20 O 1.46448 -2.16973 -2.30479  C19 1.198
21 C -3.32128 3.53634 -3.51357  C47 1.511, H48 1.087, H54 1.092, C66 1.521
22 H 1.82201 -6.25556 -0.57382  C28 1.089
23 O 1.24175 0.32427 3.48171  C12 1.442, C36 1.360
24 C -2.32039 -2.13117 1.37357  H11 1.092, C16 1.521, H33 1.088, C45 1.512
25 H 1.79942 0.68506 6.35030  C27 1.092
26 H 0.43571 2.61242 5.71319  C29 1.089
27 C 0.87931 0.46068 5.80762  H25 1.092, C29 1.520, C36 1.510, H50 1.088
28 C 1.73910 -5.17223 -0.49445  H22 1.089, H32 1.093, C52 1.521, C56 1.516
29 C 0.29674 1.69599 5.14112  C12 1.515, H26 1.089, C27 1.520, H35 1.093
30 H -0.28281 2.33082 -2.10866  N15 1.033
31 H -0.53014 -0.99067 1.94921  C16 1.089
32 H 1.10503 -4.94603 0.36636  C28 1.093
33 H -2.26010 -2.38196 0.31692  C24 1.088
34 H 2.99069 1.09641 -3.60518  C8 1.106
35 H -0.77593 1.55676 4.98484  C29 1.093
36 C 1.21085 -0.41460 4.62262  O14 1.199, O23 1.360, C27 1.510
37 H 0.08441 -4.43388 -1.69717  C52 1.088
38 H 3.86430 -4.95632 -0.93408  C56 1.093
39 C 0.24904 2.83253 -0.25677  O4 1.177, N15 1.488, C43 1.545
40 C -1.38839 1.21884 -0.91830  N15 1.456, F60 1.360, O63 1.164
41 H -1.54210 -1.66009 4.07392  C51 1.095
42 C 3.55344 0.72494 -0.14806  C17 1.555, C44 1.552, O59 1.189
43 C 1.62212 2.17288 -0.51672  C17 1.335, C39 1.545, C64 1.562
44 C 3.60226 0.39948 -1.66430  H3 1.102, C8 1.339, C42 1.552
45 C -2.92455 -3.26742 2.16778  O1 1.359, C24 1.512, O58 1.198
46 H 0.41030 2.17247 3.02380  C12 1.090
47 C -2.02033 4.00394 -4.12448  C21 1.511, O53 1.199, O65 1.358
48 H -3.14436 2.80143 -2.73220  C21 1.087
49 H -0.24329 -2.67397 1.50549  C16 1.093
50 H 0.15731 -0.02384 6.46117  C27 1.088
51 C -1.18908 -2.46692 3.42392  O1 1.438, C16 1.516, H41 1.095, H61 1.087
52 C 1.16906 -4.50564 -1.73741  H10 1.092, C19 1.511, C28 1.521, H37 1.088
53 O -1.02773 4.31310 -3.52716  C47 1.199
54 H -3.85510 4.40031 -3.11320  C21 1.092
55 O 2.43970 3.59835 -2.29513  C64 1.188
56 C 3.07908 -4.47864 -0.34271  O5 1.437, H6 1.089, C28 1.516, H38 1.093
57 H 1.97841 2.21858 3.85606  C12 1.093
58 O -3.89585 -3.90130 1.86902  C45 1.198
59 O 4.47885 0.57955 0.58370  C42 1.189
60 F -0.63436 0.23945 -0.35197  C40 1.360
61 H -0.30113 -2.91150 3.86496  C51 1.087
62 H 1.69599 1.00670 1.28773  C17 1.124
63 O -2.51632 1.03239 -1.13917  C40 1.164
64 C 2.36694 2.49878 -1.85021  C8 1.551, C43 1.562, O55 1.188
65 O -2.13481 4.07159 -5.47607  C18 1.436, C47 1.358
66 C -4.03670 2.92988 -4.71037  H7 1.093, H9 1.090, C18 1.516, C21 1.521

For the energy above the lowest of the compared OMol25 structures with the same formula, charge and spin, the calculation gives 1.1028 eV. The net charge is 0. The orbital gap comes out at 9.0 eV. The calculation puts the LUMO energy at -0.80 eV. The value obtained for the HOMO energy is -9.84 eV. Its SMILES is O=C1C=CC(=O)C(C(=O)NC(=O)F)=C1.O=C1CCCO1.O=C1CCCO1.O=C1CCCO1.O=C1CCCO1. The largest force on an atom comes out at 0.0598 Eh/bohr.

These are the Mulliken partial charges, in e, on atoms 1 to 5:
1. O -0.379
2. H 0.341
3. H 0.368
4. O -0.444
5. O -0.326

***

Computed, not measured: a gas-phase ion, C4H9NOS (charge -2), with ωB97M-V/def2-TZVPD.

Bonds (Å) are listed after each position.
Geometry (Å):
1 C 0.99997 -1.47306 0.66509  C4 1.550, S8 1.840, H9 1.096, H13 1.095
2 H -1.83190 -0.22976 -0.97907  C10 1.102
3 C -0.13085 2.16418 -0.17403  N11 1.543, H12 1.148, O14 1.306, H15 1.166
4 C 0.24291 -0.40274 -0.16232  C1 1.550, H7 1.132, C10 1.530, N11 1.447
5 H -1.58022 -1.73624 -0.23519  C10 1.142
6 H -1.68522 -0.40664 0.84567  C10 1.084
7 H 0.42620 -0.60103 -1.26207  C4 1.132
8 S 0.91742 -3.16613 -0.05140  C1 1.840
9 H 0.70738 -1.48664 1.72098  C1 1.096
10 C -1.26800 -0.64272 -0.12662  H2 1.102, C4 1.530, H5 1.142, H6 1.084
11 N 0.70590 0.92086 0.19448  C3 1.543, C4 1.447, H16 1.011
12 H -0.65682 1.85040 -1.14528  C3 1.148
13 H 2.08076 -1.30450 0.61902  C1 1.095
14 O 0.51067 3.29831 -0.26626  C3 1.306
15 H -1.06484 2.07509 0.51873  C3 1.166
16 H 1.62662 1.14063 -0.16173  N11 1.011

For the energy above the lowest of the compared OMol25 structures with the same formula, charge and spin, the calculation gives 0.7527 eV. The net charge is -2. The orbital gap comes out at 5.6 eV. The calculation puts the LUMO energy at 6.11 eV. The value obtained for the HOMO energy is 0.48 eV. Its SMILES is C[C@H](C[S-])NC[O-]. The largest force on an atom comes out at 0.0483 Eh/bohr.

These are the Mulliken partial charges, in e, on atoms 1 to 5:
1. C -0.788
2. H 0.345
3. C -0.258
4. C 0.657
5. H 0.326

***

Computed, not measured: C3H7NOS2 in the gas phase, with ωB97M-V/def2-TZVPD.

Bonds (Å) are listed after each position.
Geometry (Å):
1 O -2.90939 -0.61114 1.37964  C5 1.200
2 S 2.01158 1.17585 -0.82741  S3 2.087, H13 1.346
3 S 1.60870 -0.80745 -0.31948  S2 2.087, C8 1.810
4 N -1.16042 1.42098 0.23881  H6 1.020, H11 1.018, C14 1.458
5 C -2.34307 -0.77966 0.33485  O1 1.200, H12 1.109, C14 1.526
6 H -1.47136 1.53107 1.20368  N4 1.020
7 H -0.98367 -0.12503 -1.15784  C14 1.093
8 C 0.06495 -0.73471 0.62252  S3 1.810, H9 1.090, H10 1.094, C14 1.542
9 H 0.16291 -0.33430 1.63210  C8 1.090
10 H -0.19388 -1.79220 0.72549  C8 1.094
11 H -1.88235 1.83139 -0.35069  N4 1.018
12 H -2.68551 -1.55727 -0.37852  C5 1.109
13 H 0.81150 1.71805 -0.54973  S2 1.346
14 C -1.09712 -0.00116 -0.07738  N4 1.458, C5 1.526, H7 1.093, C8 1.542

For the energy above the lowest of the compared OMol25 structures with the same formula, charge and spin, the calculation gives 1.3514 eV. The net charge is 0. The orbital gap comes out at 8.7 eV. The calculation puts the LUMO energy at 0.53 eV. The value obtained for the HOMO energy is -8.17 eV. Its SMILES is N[C@H](C=O)CSS. The largest force on an atom comes out at 0.0101 Eh/bohr.

These are the Mulliken partial charges, in e, on atoms 1 to 5:
1. O -0.464
2. S -0.220
3. S -0.067
4. N -0.585
5. C -0.229

***

Number 2 is which compound?
C5H15NO

***

Number 1 is which compound?
C3H6O2

***

Look up the LUMO of the fourth one.
6.11 eV